Density functional theory data (the ωB97M-V functional and the def2-TZVPD basis) for C17H24Cl2IrO2 as an isolated structure.

The geometry in XYZ format:
```
46
Properties=species:S:1:pos:R:3:lowdin_charge:R:1
C -0.657 1.014 -3.045 -0.3954
C -1.491 -0.032 -2.522 -0.4058
C -0.657 -1.190 -2.284 -0.3588
C -2.974 0.001 -2.432 -0.0634
C 0.705 -0.852 -2.662 -0.3702
C 0.702 0.527 -3.099 -0.3598
C 1.881 1.315 -3.544 -0.0531
C -1.156 2.322 -3.574 -0.0505
C -1.178 -2.482 -1.754 -0.1266
C 1.903 -1.735 -2.609 -0.1274
Ir 0.028 0.446 -1.101 1.0909
Cl -1.770 -0.810 1.979 0.5298
Cl -1.085 2.072 0.072 -0.0953
O 1.157 -0.126 0.332 -0.4613
H -3.310 0.992 -2.146 0.0625
H -3.340 -0.726 -1.716 0.0662
H -3.424 -0.227 -3.401 0.0772
H -1.935 -2.331 -0.973 0.0555
H -0.380 -3.132 -1.380 0.0240
H -1.665 -3.053 -2.551 0.0468
H 1.739 -2.586 -1.942 0.0207
H 2.783 -1.167 -2.296 0.0652
H 2.164 -2.139 -3.594 0.0552
H 2.788 0.860 -3.142 0.0748
H 1.789 2.331 -3.158 0.0450
H 1.994 1.395 -4.629 0.0765
H -1.990 2.670 -2.953 0.0636
H -1.516 2.244 -4.614 0.0807
H -0.338 3.048 -3.572 0.0832
H 1.751 -0.835 0.031 -0.0055
O 2.749 3.672 -1.410 -0.6760
H 2.946 3.718 -0.438 -0.1952
C -0.178 -0.970 2.692 -0.5827
C -0.057 -0.598 4.137 -0.2655
C 1.186 -0.754 4.789 -0.0535
C 1.305 -0.460 6.145 -0.1149
C 0.222 0.066 6.853 -0.1260
C -0.986 0.304 6.188 -0.1065
C -1.102 0.024 4.827 -0.0782
H 0.094 -2.020 2.552 0.0635
H 0.534 -0.386 2.116 0.0371
H 2.042 -1.087 4.194 0.1088
H 2.242 -0.669 6.657 0.0893
H 0.342 0.322 7.908 0.0864
H -1.835 0.701 6.740 0.0900
H -2.025 0.324 4.327 0.0787
```

Its charge is -2. For the total energy, the calculation gives -49989.5925 eV. The value obtained for the LUMO energy (spin up / spin down) is 4.434 / 3.490 eV. The value obtained for the frontier orbital gap (spin up / spin down) is 1.8 / 3.9 eV. Its largest force on an atom is 8.3 eV/A. The HOMO energy (spin up / spin down) is 2.7 / -0.5 eV. The spin multiplicity is 6.